3 unconnected molecules or ions with the total composition C5H12N2O. Source: the OMol25 dataset; level of theory: wB97M-V/def2-TZVPD.

E, a.u.: -382.14808
Highest occupied orbital energy, eV: -8.114
Frontier orbital gap, Ha: 0.1530
Charge: 0
LUMO, eV: -3.95

Each line ends with the natural charge from an NBO analysis.
Atoms and positions in Å:
C -0.614512 2.073548 -0.337790  -0.38
N -1.724276 -0.654291 0.839136  -0.01
C -1.314712 -1.293483 -0.347931  -0.54
C -0.839126 -0.946120 1.922273  -0.53
C 0.176894 2.207775 -1.414950  -0.36
N 2.596711 0.302312 -0.243879  -0.79
C 1.756617 -0.626553 -0.617075  0.40
O 1.086149 -0.636810 -1.692345  -0.65
H -0.848814 1.056347 -0.018561  0.16
H -0.890791 2.918250 0.313328  0.20
H -2.209784 -1.752942 -0.833085  0.28
H -0.530170 -2.065132 -0.322520  0.22
H -0.908741 -0.550201 -1.065936  0.37
H -0.696690 -2.010398 2.178323  0.25
H -1.117402 -0.395344 2.812250  0.22
H 0.191320 -0.623482 1.674222  0.29
H 1.035862 1.486570 -1.290557  0.28
H 0.079688 3.035702 -2.078394  0.20
H 3.236638 -0.009372 0.486661  0.34
H 1.535143 -1.516377 0.036837  0.05

Forces on atoms 1 to 6 (eV/Å):
0.1 0.8 -0.1
1.7 -1.2 -1.3
-1.2 -1.6 1.1
0.6 0.8 0.7
0.5 -1.3 2.0
-0.1 -0.5 -0.8